14
Properties=species:S:1:pos:R:3:forces:R:3:mulliken_charge:R:1 method="wB97M-V/def2-TZVPD" smiles="CN(C=O)CC=O" relative_energy_kcal_mol=32.6 energy_ev=-9845.866
C 0.141 -0.983 -1.374 0.6 -0.4 0.2 -0.915
N -0.343 -0.613 -0.052 -0.5 1.1 0.0 0.105
C -1.633 -0.176 0.116 0.2 -0.6 -0.2 0.045
O -2.003 0.532 1.017 0.0 0.2 0.4 -0.526
C 0.634 0.010 0.813 1.0 -0.3 0.4 -0.767
C 0.765 1.521 0.856 0.2 0.6 0.6 0.095
O 1.733 2.018 1.376 0.2 -0.3 -0.2 -0.473
H 0.711 -1.908 -1.274 -0.1 -0.1 -0.2 0.290
H -0.646 -1.111 -2.110 -0.3 -0.1 0.2 0.365
H 0.843 -0.241 -1.764 -0.1 0.2 0.0 0.334
H -2.332 -0.593 -0.617 -0.1 0.0 -0.3 0.353
H 1.620 -0.398 0.571 0.0 0.2 -0.2 0.419
H 0.554 -0.265 1.870 -0.6 -0.1 -0.1 0.315
H -0.045 2.207 0.574 -0.3 -0.4 -0.5 0.360